[1]
Below is the molecule C11H14O at a distorted geometry, with properties calculated with ωB97M-V/def2-TZVPD.

Each line ends with the Löwdin charge.
Cartesian coordinates (Å):
O: -1.293596 -0.950846 -0.938475  -0.011
C: 0.346656 -3.375700 -2.217370  0.035
C: -0.049973 2.734611 -1.266692  0.025
C: -0.303349 0.456862 3.044942  -0.059
C: 0.184384 -0.531598 2.251874  -0.060
C: 0.059610 -2.082664 -2.615585  -0.098
C: 0.434284 2.171472 -0.106326  -0.140
C: -0.418524 1.714287 2.224170  -0.152
C: -0.157503 -1.157536 -0.097379  -0.173
C: 0.406411 -0.106981 0.822656  -0.232
C: -0.061873 -0.965585 -1.658808  -0.234
C: -0.347322 1.252022 0.765950  -0.288
H: 0.522599 -3.690765 -1.191647  0.048
H: 0.488863 -4.207144 -2.907223  0.046
H: -1.052135 2.470766 -1.560115  0.053
H: 0.532640 3.394663 -1.898317  0.046
H: -0.520014 0.365731 4.129975  0.110
H: 0.362744 -1.565513 2.561031  0.108
H: -0.094230 -1.843757 -3.679169  0.101
H: 1.469468 2.373185 0.190037  0.110
H: 0.435069 2.350629 2.426787  0.112
H: -1.350954 2.225956 2.385289  0.109
H: -0.000751 -2.129546 0.302383  0.116
H: 1.495811 0.002582 0.675187  0.159
H: 0.284991 -0.028194 -2.075651  0.122
H: -1.373308 1.123065 0.432476  0.146

Force components x, y, z for each atom (eV/Å):
-0.2 0.6 0.9
-0.2 2.0 -1.1
1.0 -1.2 2.4
0.7 -1.5 -0.7
-0.8 0.6 1.5
0.9 -3.2 0.8
-0.9 1.7 -2.6
0.1 -0.3 0.2
1.2 0.9 -3.7
-1.1 0.1 0.8
-0.2 -0.9 2.0
1.0 -0.2 0.1
-0.1 0.5 0.0
-0.3 0.4 -0.2
-0.3 0.1 -0.2
0.0 -0.1 0.1
0.1 0.1 -1.0
0.1 0.4 0.1
0.1 -0.2 0.5
-0.3 0.0 0.0
0.0 0.5 0.3
-0.2 0.6 0.3
-0.3 -1.0 -0.1
-0.4 0.0 -0.3
-0.2 0.4 0.4
0.1 -0.2 -0.4

Output
SMILES: C=C[C@@H]1CC=C[C@H]1[C@H]1O[C@@H]1C=C
relative energy (zero: lowest compared OMol25 entry of this formula, charge and spin): 273.42 kJ/mol
LUMO: 1.0 eV
calculated total energy: -502.6536 hartree
maximum force: 4.0 eV/Å
spin multiplicity: 1
gap between HOMO and LUMO: 10.216 eV
HOMO energy: -9.19 eV

---

[2]
Below is a cluster of 2 separate species, C11H14O2S in total at a distorted geometry, with properties calculated with ωB97M-V/def2-TZVPD.

Each line ends with the Löwdin charge.
Cartesian coordinates (Å):
C: 0.522799 3.245307 0.198383  0.127
C: 1.147487 2.217144 0.018579  -0.119
C: 3.293781 -1.430478 -0.009698  -0.094
C: 2.679604 -0.947512 1.136348  -0.080
C: 3.101518 -0.752167 -1.167780  -0.104
C: 2.196408 0.327607 1.132243  -0.062
C: 2.181939 0.293880 -1.266162  -0.042
C: 1.795722 0.925626 -0.058429  -0.348
C: -3.249114 1.044636 -0.182410  -0.119
C: -2.796611 -1.417062 0.198590  -0.126
C: -2.519476 -0.200654 -0.656339  -0.488
O: -0.789117 0.137307 1.272765  -0.426
O: -0.156559 -1.469221 -0.472767  -0.235
S: -0.728231 0.060085 -0.184442  0.931
H: 0.597985 4.188832 0.572894  0.004
H: 3.898906 -2.355813 -0.125872  0.123
H: 2.850591 -1.439991 2.094425  0.114
H: 3.552014 -1.084894 -2.088300  0.104
H: 1.906563 0.829510 2.004939  0.111
H: 2.009575 0.970522 -2.155545  0.142
H: 0.099858 -1.884772 0.276104  0.003
H: -4.284903 0.743689 -0.012823  0.077
H: -2.796918 1.452606 0.785269  0.102
H: -3.189899 1.912783 -0.785562  0.056
H: -2.006435 -1.667784 0.874228  0.041
H: -2.962510 -2.227497 -0.457821  0.064
H: -3.734808 -1.087289 0.807367  0.119
H: -2.620169 -0.384406 -1.748192  0.128

Force components x, y, z for each atom (eV/Å):
1.6 -2.7 -0.5
-0.4 0.1 -0.1
0.2 -1.5 0.0
2.0 -0.6 1.1
-1.3 0.8 -2.3
-1.6 0.1 -0.7
0.9 2.7 0.4
1.1 0.1 -0.7
0.5 0.0 1.9
-3.1 1.4 0.9
1.7 0.0 0.2
0.1 0.3 0.5
-1.6 2.4 -4.8
-0.5 -0.5 -0.8
-0.7 2.3 0.5
-0.5 0.7 0.8
-0.1 0.0 -0.2
0.2 -0.2 -0.1
-0.3 0.4 1.3
0.2 -1.6 0.6
1.3 -1.8 4.1
0.0 0.4 0.0
-0.8 -1.1 -0.9
-0.1 0.6 -1.3
0.0 0.0 0.5
-0.6 -1.2 -0.3
1.5 -1.4 -0.8
0.2 0.2 0.7

Output
relative energy (zero: lowest compared OMol25 entry of this formula, charge and spin): 492.27 kJ/mol
LUMO: 0.4 eV
calculated total energy: -976.0486 hartree
maximum force: 5.6 eV/Å
spin multiplicity: 1
gap between HOMO and LUMO: 9.037 eV
HOMO energy: -8.66 eV

---

[3]
Below is the molecule C11H14O2S at a distorted geometry, with properties calculated with ωB97M-V/def2-TZVPD.

Each line ends with the Löwdin charge.
Cartesian coordinates (Å):
C: -2.014564 -2.067575 -0.360355  -0.109
C: -1.983659 -1.262320 -1.528768  -0.144
C: -1.604161 -1.530391 0.829467  -0.054
C: -1.805973 0.064939 -1.492381  -0.078
C: -0.652681 -0.303917 0.752605  -0.212
C: -1.503391 0.701257 -0.162139  -0.163
C: 0.820876 -0.862696 0.708180  -0.425
C: 1.956902 -0.048469 0.217035  -0.714
C: 3.223220 -0.170175 0.933757  -0.079
C: 1.816712 1.335103 -0.408499  -0.279
C: -2.366552 1.731082 0.083796  -0.147
O: 2.456203 1.433264 -1.606155  -0.083
O: -2.423534 2.309561 1.258826  0.081
S: 1.560673 -1.463145 -0.839500  0.933
H: -2.512610 -2.996225 -0.493534  0.091
H: -2.474352 -1.627862 -2.450701  0.112
H: -1.763110 -2.077253 1.801255  0.119
H: -2.001104 0.558304 -2.394945  0.089
H: -0.797576 0.104599 1.790739  0.130
H: 1.129369 -1.424428 1.601350  0.122
H: 3.702983 0.762977 0.884299  0.070
H: 3.806504 -0.933082 0.497270  0.067
H: 3.092277 -0.454539 1.950279  0.082
H: 2.345304 2.035431 0.220368  0.125
H: 0.710750 1.470020 -0.583896  0.122
H: -3.063553 2.113955 -0.763387  0.171
H: 2.228558 0.702376 -2.291970  0.126
H: -1.883521 1.899211 1.847017  0.044

Force components x, y, z for each atom (eV/Å):
0.3 1.0 2.0
-0.9 0.6 -1.9
0.4 -1.6 -0.9
0.6 -1.1 1.8
-2.7 0.3 2.3
0.2 -1.2 -2.5
-0.8 1.7 -0.6
-0.6 0.3 -0.4
0.5 -0.6 0.5
-2.7 -1.5 -0.2
1.4 -1.7 -1.7
1.2 -1.1 -3.6
-3.4 3.4 -1.3
-0.6 -0.2 -0.1
-0.4 -0.8 0.5
0.8 -0.2 0.5
0.4 0.7 -1.1
-0.2 1.3 -0.9
0.7 0.0 -0.6
-0.8 0.0 -0.4
1.2 1.0 0.1
1.1 -0.6 -0.5
-0.2 -0.1 1.1
-0.6 0.5 0.4
1.0 0.7 0.6
1.4 -0.5 1.9
0.2 1.7 2.2
2.5 -1.9 2.7

Output
SMILES: C[C@@]1(CO)S[C@@H]1[C@@H]1C=CC=C/C1=C/O
relative energy (zero: lowest compared OMol25 entry of this formula, charge and spin): 470.48 kJ/mol
LUMO: 0.6 eV
calculated total energy: -976.0569 hartree
maximum force: 5.0 eV/Å
spin multiplicity: 1
gap between HOMO and LUMO: 8.449 eV
HOMO energy: -7.89 eV

---

[4]
Below is a structure of composition C11H14O3S at a distorted geometry, with properties calculated with ωB97M-V/def2-TZVPD.

Each line ends with the Löwdin charge.
Cartesian coordinates (Å):
C: -0.513721 1.789733 -0.789990  -0.106
C: -1.113544 0.920323 -1.746946  -0.088
C: 1.952532 0.181029 -0.135085  -0.464
C: 0.424591 -1.267100 1.332560  -0.554
C: -1.822980 0.573477 0.966262  -0.118
C: -2.376981 -0.497573 -0.059235  -0.148
C: -0.771682 1.561652 0.496480  -0.059
C: -1.920523 -0.138840 -1.424013  -0.175
C: 0.838258 -0.721761 0.071463  -0.314
C: 2.481386 0.219221 -1.516624  -0.017
C: 1.167834 -0.966571 2.544648  -0.011
O: 2.425622 0.843901 0.770866  0.058
O: -0.400509 -2.160076 1.420479  0.008
O: 0.653283 -1.437762 -2.450987  -0.471
S: 0.036146 -1.545346 -1.178835  1.142
H: 0.187930 2.548009 -0.931099  0.102
H: -0.906153 1.250403 -2.726648  0.108
H: -2.510338 1.339996 1.358381  0.128
H: -1.575957 0.158618 1.892074  0.079
H: -2.034943 -1.447871 0.061315  0.037
H: -3.382910 -0.546118 -0.136359  0.086
H: -0.368704 1.985576 1.442348  0.143
H: -2.340554 -0.787144 -2.125566  0.100
H: 2.233883 -0.534325 -2.262124  0.058
H: 3.527599 0.375005 -1.691548  0.090
H: 2.090826 1.054400 -2.041333  0.082
H: 0.450640 -0.991735 3.486745  0.140
H: 1.807746 -0.001585 2.632571  0.116
H: 1.761226 -1.757538 2.740199  0.047

Force components x, y, z for each atom (eV/Å):
-0.7 -0.6 1.9
-1.1 0.3 0.3
0.8 0.0 0.2
0.1 -0.9 0.5
-1.0 0.8 -1.3
2.5 4.4 0.3
-0.6 -1.8 2.1
1.3 1.6 0.2
-1.0 -1.0 -1.7
1.0 0.0 -1.8
-1.3 4.8 3.7
0.2 0.2 -0.5
-0.8 -0.3 -0.3
0.6 -0.4 -3.0
-0.2 -0.1 3.0
1.0 1.0 -1.3
0.1 -0.6 -1.4
-1.0 -0.4 -0.6
0.9 -1.1 1.3
0.8 -2.7 1.3
-3.5 0.1 0.4
0.3 0.5 -1.4
-0.4 -0.5 -1.7
0.0 -0.3 1.0
0.9 0.2 1.0
-0.8 1.4 -0.2
1.1 0.1 -2.0
-1.3 -1.8 -0.5
2.3 -2.8 0.5

Output
relative energy (zero: lowest compared OMol25 entry of this formula, charge and spin): 280.18 kJ/mol
LUMO: -1.2 eV
calculated total energy: -1051.2747 hartree
maximum force: 6.2 eV/Å
spin multiplicity: 1
gap between HOMO and LUMO: 7.597 eV
HOMO energy: -8.77 eV